Record 1
DFT (wB97M-V/def2-TZVPD) results for a cluster of 4 separate species, C19H20F24INO6PS2 in total at a distorted geometry.

The calculation puts the total energy at -138075.3233 eV. The spin multiplicity is 1. As for the charge: +1. For the gap between HOMO and LUMO, the calculation gives 7.91 eV.

CARTESIAN COORDINATES (ANGSTROEM)
O: 4.33916 -1.76610 0.64708
S: 5.65792 -1.37336 1.01578
O: 6.14876 -1.57440 2.34075
C: 5.85179 0.36814 0.65578
C: 4.72096 1.26084 1.21724
P: 2.92164 0.85622 0.72553
O: 2.54000 -0.18066 1.88569
I: 1.77389 2.90153 1.50252
C: 4.92797 1.59701 2.71502
S: 5.39482 3.37086 2.86193
C: 5.27902 3.60826 1.19990
N: 4.94076 2.55229 0.53222
H: 6.52691 -1.93155 0.14047
H: 6.78826 0.70427 1.10268
H: 5.92211 0.47796 -0.42801
H: 1.58748 -0.38968 1.81803
H: 5.77270 1.06522 3.14794
H: 4.04081 1.46651 3.32905
H: 5.45703 4.53638 0.67244
H: 4.84726 2.55613 -0.48069
C: -3.10590 0.69676 -0.74897
C: -4.01380 -0.44164 -0.26111
C: -4.05425 -0.72917 1.24132
F: -2.83663 -1.09273 1.70448
F: -4.90965 -1.74726 1.46728
F: -3.72692 -1.57392 -0.94010
F: -5.28248 -0.07728 -0.59405
O: -1.82924 0.33644 -1.27003
C: -0.74336 0.15483 -0.48056
C: -0.20798 -1.27654 -0.52387
F: -1.12447 -2.16384 -0.12391
F: 0.86523 -1.36251 0.33144
F: -0.95524 0.56374 0.79158
F: 0.27901 0.90924 -0.97291
H: -3.62198 1.11165 -1.60286
H: -3.03256 1.49868 -0.01837
H: -4.40129 0.15084 1.79023
H: 0.11851 -1.53113 -1.53108
C: -4.40953 5.79402 0.14440
C: -4.14780 4.43098 -0.51588
C: -3.95433 4.39426 -2.03336
F: -5.04306 4.82840 -2.68488
F: -3.72844 3.10894 -2.42003
F: -5.10021 3.54923 -0.14915
F: -2.96000 3.98050 0.00658
O: -5.74286 6.13335 0.45579
C: -6.57626 6.73482 -0.46100
C: -7.77841 5.84732 -0.80381
F: -7.36445 4.66292 -1.29765
F: -8.52014 6.46904 -1.74392
F: -5.90724 7.12066 -1.56514
F: -7.06858 7.84757 0.12088
H: -3.92794 5.71940 1.11828
H: -3.89969 6.59876 -0.38655
H: -3.09336 5.00237 -2.32396
H: -8.38305 5.67350 0.08849
C: 3.57673 -7.04789 -0.20788
C: 2.20897 -7.64824 0.15373
C: 1.22670 -7.93103 -0.98643
F: 0.89218 -6.79759 -1.63832
F: 0.10202 -8.46344 -0.46331
F: 1.61536 -6.88706 1.09803
F: 2.47015 -8.86306 0.71328
O: 3.74697 -5.64688 -0.05514
C: 3.41130 -4.75849 -1.03783
C: 2.28932 -3.81910 -0.58477
F: 1.18713 -4.50514 -0.24142
F: 1.95801 -2.98611 -1.60951
F: 3.11017 -5.36863 -2.19910
F: 4.49704 -3.97555 -1.26497
H: 4.26214 -7.47074 0.52385
H: 3.92224 -7.39186 -1.18265
H: 1.65680 -8.64322 -1.69605
H: 2.61584 -3.22405 0.26953


Record 2
DFT (wB97M-V/def2-TZVPD) results for a cluster of 2 separate species, H3NO2S2 in total at a distorted geometry.

The calculation puts the total energy at -27300.6021 eV. The spin multiplicity is 1. The energy relative to the best compared isomer or geometry (same formula, charge and spin) comes out at 42.6 kcal/mol. For the gap between HOMO and LUMO (spin up / spin down), the calculation gives 7.89 / 6.32 eV.

CARTESIAN COORDINATES (ANGSTROEM)
N: -0.16722 -1.03903 0.28069
O: 2.06656 0.93829 -0.23206
O: -2.02702 0.63706 0.06387
S: -3.04845 -0.73305 -0.12048
S: -0.41167 0.48046 0.28471
H: 2.30222 1.03335 -1.16397
H: -1.07296 -1.49894 0.53761
H: 2.35853 0.18186 0.34963


Record 3
DFT (wB97M-V/def2-TZVPD) results for a structure of composition C38H44N6PtS2Sb2 at a distorted geometry.

The calculation puts the total energy at -87038.3908 eV. As for the expectation value of S²: 2.0078. The spin multiplicity is 3. The energy relative to the best compared isomer or geometry (same formula, charge and spin) comes out at 0.0 kcal/mol. As for the charge: +2. For the gap between HOMO and LUMO (spin up / spin down), the calculation gives 6.71 / 5.73 eV.

CARTESIAN COORDINATES (ANGSTROEM)
Pt: 0.05654 0.00317 0.00026
C: 1.12157 -1.26889 3.93570
Sb: -0.05137 0.02239 2.77695
C: 0.52697 1.92667 3.52788
C: -2.06143 -0.24571 3.66083
C: -2.37787 -1.72106 3.81492
C: -2.00792 -2.32896 5.02032
C: -2.05362 -3.69119 5.18846
C: -2.58231 -4.46056 4.15995
C: -3.09408 -3.88143 3.01895
C: -2.96880 -2.51202 2.79849
C: -3.40681 -1.99226 1.48852
Sb: -1.72272 -2.02575 0.03829
C: -2.56263 -2.93292 -1.65481
C: -0.39928 -3.48133 0.79653
H: 0.94920 -2.30412 3.58864
H: 0.91786 -1.19626 4.98500
H: 2.18459 -1.08291 3.79109
H: 0.47311 1.96248 4.62614
H: -0.17125 2.66523 3.19773
H: 1.54637 2.15548 3.19927
H: -2.75378 0.22112 2.94881
H: -2.15526 0.23516 4.63995
H: -1.76775 -1.68344 5.85044
H: -1.64562 -4.14423 6.07228
H: -2.64623 -5.55539 4.28522
H: -3.51145 -4.51768 2.25858
H: -3.79514 -0.99862 1.57789
H: -4.21776 -2.62124 1.09262
H: -3.02070 -3.87976 -1.35060
H: -1.77335 -3.16245 -2.41561
H: -3.31095 -2.23050 -2.07839
H: -0.88869 -4.46092 0.93053
H: 0.07200 -3.13292 1.68368
H: 0.36257 -3.61505 0.00746
S: -2.71512 0.11290 -5.03952
C: -3.21547 -0.08913 -6.68124
C: -2.17644 -0.40404 -7.51188
C: -0.97035 -0.53233 -6.80904
C: -1.06993 -0.30864 -5.47031
C: -0.01387 -0.33541 -4.45439
C: -0.31909 -0.34731 -3.09523
N: 0.60032 -0.30250 -2.14509
C: 1.89319 -0.30705 -2.46413
C: 2.31282 -0.21941 -3.79583
C: 3.73348 -0.04447 -4.11071
C: 4.63104 0.03928 -3.12303
C: 4.19866 -0.06703 -1.73359
C: 5.07857 0.04909 -0.66524
C: 4.69072 -0.07451 0.67636
C: 3.30847 -0.27231 0.87519
N: 2.44608 -0.34228 -0.12158
C: 2.85060 -0.26809 -1.42269
C: 5.65050 0.04329 1.80119
C: 7.03432 -0.01933 1.75246
C: 7.60323 0.13593 3.02719
C: 6.69718 0.33892 4.03221
S: 5.10315 0.22854 3.40578
C: 1.32350 -0.22939 -4.78752
H: -4.24276 0.07628 -6.92241
H: -2.22917 -0.58451 -8.57276
H: -0.00753 -0.75893 -7.25294
H: -1.37275 -0.36180 -2.78112
H: 4.00370 -0.04300 -5.15945
H: 5.68024 0.19635 -3.35738
H: 6.12199 0.28430 -0.85564
H: 2.88584 -0.40270 1.88686
H: 7.65999 -0.17723 0.90113
H: 8.67280 0.15936 3.18998
H: 6.85762 0.53169 5.09443
H: 1.64880 -0.05118 -5.80524
C: -0.36706 3.12792 -0.20425
N: -1.14735 4.33220 -0.18829
C: -2.22945 4.28836 0.82206
N: -3.10356 3.16144 0.63152
C: -2.32901 1.93477 0.68845
N: -1.25380 1.90285 -0.40658
C: -1.96964 2.12448 -1.76109
N: -2.75333 3.33165 -1.78634
C: -1.81049 4.46025 -1.51942
C: -3.73401 3.26081 -0.71012
H: 0.13488 2.99834 0.76032
H: 0.30550 3.16898 -1.03701
H: -2.84817 5.15848 0.75666
H: -1.81610 4.26078 1.80705
H: -2.97495 1.07431 0.51413
H: -1.78212 1.84571 1.60519
H: -2.54708 1.24939 -1.96359
H: -1.15946 2.18164 -2.50001
H: -2.39901 5.36742 -1.53564
H: -1.07871 4.50607 -2.32458
H: -4.39368 2.40360 -0.84846
H: -4.36168 4.14313 -0.76670


Record 4
DFT (wB97M-V/def2-TZVPD) results for a cluster of 2 separate species, C2H9NS in total at a distorted geometry.

The calculation puts the total energy at -14543.0939 eV. As for the expectation value of S²: 0.7507. The spin multiplicity is 2. The energy relative to the best compared isomer or geometry (same formula, charge and spin) comes out at 11.9 kcal/mol. As for the charge: -1. For the gap between HOMO and LUMO (spin up / spin down), the calculation gives 2.77 / 8.43 eV.

CARTESIAN COORDINATES (ANGSTROEM)
C: 1.58852 1.74667 0.87396
S: 2.58592 1.31139 -0.54492
H: 0.93687 2.59376 0.89062
H: 0.96062 0.87563 1.23730
H: 2.35711 1.80922 1.63372
C: -1.15834 -1.30588 -0.14988
N: -1.95742 -0.97671 -1.31090
H: -1.64805 -1.65948 0.79908
H: -0.44582 -2.01958 -0.41669
H: -0.59326 -0.42710 0.10927
H: -2.63401 -0.24231 -1.11747
H: -2.41394 -1.68985 -1.80518
H: 2.42180 -0.01575 -0.19891


Record 5
DFT (wB97M-V/def2-TZVPD) results for the molecule C15H15ClN2O4S at a distorted geometry.

As for the SMILES: CN(C)S(=O)(=O)c1cccc(COC(=O)c2cccnc2Cl)c1. The calculation puts the total energy at -50325.8774 eV. The spin multiplicity is 1. The energy relative to the best compared isomer or geometry (same formula, charge and spin) comes out at 14.0 kcal/mol. For the gap between HOMO and LUMO, the calculation gives 10.01 eV.

CARTESIAN COORDINATES (ANGSTROEM)
C: -3.48527 -0.60711 -2.08323
N: -2.52175 -1.14659 -1.15333
C: -2.62281 -2.57379 -0.94078
S: -2.46576 -0.23825 0.26420
O: -3.77813 0.13209 0.71426
O: -1.60111 -0.92510 1.18279
C: -1.58828 1.21084 -0.31165
C: -2.15762 2.46723 -0.36725
C: -1.36689 3.53728 -0.75891
C: -0.02328 3.34858 -1.04440
C: 0.54408 2.08166 -0.97732
C: 2.01792 1.84072 -1.18229
O: 2.51281 1.09586 -0.06768
C: 2.59077 -0.22973 -0.19814
O: 2.43254 -0.83472 -1.22392
C: 2.86778 -0.86600 1.12750
C: 1.82775 -1.32696 1.92663
C: 2.13687 -1.93282 3.13679
C: 3.46899 -2.05231 3.49742
N: 4.46344 -1.61253 2.74370
C: 4.16924 -1.03964 1.59961
Cl: 5.49118 -0.48062 0.65644
C: -0.26397 1.00690 -0.63056
H: -3.28390 0.45594 -2.20287
H: -4.51313 -0.73503 -1.72532
H: -3.36961 -1.10480 -3.04527
H: -1.96047 -2.82684 -0.11678
H: -3.64394 -2.88235 -0.68985
H: -2.29802 -3.09203 -1.84316
H: -3.19389 2.59019 -0.09456
H: -1.79242 4.52752 -0.81618
H: 0.59145 4.19518 -1.31218
H: 2.57866 2.77661 -1.20720
H: 2.19840 1.26781 -2.10042
H: 0.79733 -1.21304 1.61766
H: 1.35344 -2.29933 3.77947
H: 3.76935 -2.51573 4.42695
H: 0.11825 0.00088 -0.58018


Record 6
DFT (wB97M-V/def2-TZVPD) results for a structure of composition C49H51Cl2IO2 at a distorted geometry.

The calculation puts the total energy at -88880.6842 eV. The spin multiplicity is 1. For the gap between HOMO and LUMO, the calculation gives 8.87 eV.

CARTESIAN COORDINATES (ANGSTROEM)
C: 3.83010 -3.37871 2.52052
C: 3.26803 -2.02589 2.93659
C: 2.25978 -2.02321 4.08904
C: 1.13087 -3.02432 4.03170
Cl: 1.59682 -4.71175 4.34625
C: 0.25221 -3.04891 2.78414
O: 0.58621 -2.93155 1.62722
O: -1.04245 -3.25497 3.14480
C: -1.13938 -3.51907 4.53671
C: 0.01726 -2.70772 5.11518
Cl: -0.47913 -1.01940 5.09433
I: 0.59313 -3.42305 7.05441
H: 3.12197 -3.94793 1.93151
H: 4.72011 -3.21033 1.92249
H: 4.14187 -3.95403 3.38409
H: 4.10696 -1.41781 3.26808
H: 2.85486 -1.50133 2.08146
H: 2.76403 -2.14658 5.04303
H: 1.80203 -1.04129 4.10624
H: -1.12012 -4.57013 4.79472
H: -2.08363 -3.14353 4.91407
C: -0.53114 -1.79505 -2.72016
C: 0.11951 -1.15292 -3.76237
C: 1.48399 -0.91604 -3.68777
C: 2.19906 -1.33695 -2.57460
C: 1.54683 -1.98348 -1.53258
C: 0.17978 -2.20889 -1.60211
H: -1.59852 -1.96999 -2.78022
H: -0.43925 -0.83133 -4.63133
H: 1.98933 -0.40124 -4.49464
H: 3.26465 -1.15590 -2.51685
H: 2.10116 -2.30943 -0.66192
H: -0.32792 -2.70316 -0.78458
C: 0.55005 4.71566 -3.64288
C: -0.46188 4.55532 -4.57907
C: -1.08055 3.32189 -4.72840
C: -0.68918 2.25034 -3.93767
C: 0.32035 2.40994 -2.99869
C: 0.94119 3.64304 -2.85382
H: 1.03469 5.67687 -3.52840
H: -0.77092 5.39275 -5.19090
H: -1.86647 3.19487 -5.46205
H: -1.17418 1.29107 -4.05110
H: 0.62202 1.57311 -2.38172
H: 1.73062 3.76837 -2.12416
C: -2.87924 0.90530 7.24578
C: -2.56304 1.46961 8.47348
C: -3.50973 2.21918 9.15694
C: -4.77443 2.39987 8.61491
C: -5.09128 1.83397 7.38820
C: -4.14284 1.08874 6.70228
H: -2.14087 0.32199 6.71215
H: -1.57808 1.32411 8.89793
H: -3.26216 2.66289 10.11237
H: -5.51355 2.98226 9.14914
H: -6.07779 1.97432 6.96636
H: -4.38834 0.65091 5.74324
C: 0.40039 -7.20343 -0.62212
C: -0.16228 -5.95582 -0.85031
C: -0.99297 -5.76019 -1.94479
C: -1.26672 -6.81306 -2.80591
C: -0.70570 -8.06140 -2.57576
C: 0.13004 -8.25603 -1.48545
H: 1.05073 -7.35557 0.22969
H: 0.04760 -5.13459 -0.17581
H: -1.42582 -4.78514 -2.12645
H: -1.91672 -6.66038 -3.65763
H: -0.91945 -8.88277 -3.24718
H: 0.57103 -9.22839 -1.30838
C: -4.60933 -0.85275 -2.23511
C: -5.90211 -0.65854 -2.70093
C: -6.32044 0.61007 -3.07682
C: -5.44452 1.68355 -2.99250
C: -4.15112 1.48945 -2.52860
C: -3.73521 0.22152 -2.14698
H: -4.28343 -1.84220 -1.93961
H: -6.58375 -1.49613 -2.77104
H: -7.32984 0.76236 -3.43602
H: -5.77021 2.67207 -3.28902
H: -3.46571 2.32502 -2.46540
H: -2.72655 0.07172 -1.78225
C: 2.56726 7.34238 -8.32187
C: 1.91500 6.67645 -7.29372
C: 1.41064 5.40045 -7.50077
C: 1.56432 4.78794 -8.73671
C: 2.21822 5.45221 -9.76472
C: 2.71758 6.73049 -9.55814
H: 2.95879 8.33821 -8.15989
H: 1.79991 7.15297 -6.32817
H: 0.89815 4.88654 -6.69748
H: 1.17406 3.79139 -8.89776
H: 2.33908 4.97356 -10.72775
H: 3.22444 7.24990 -10.36088
C: 3.40216 2.12026 6.10243
C: 4.70649 2.46411 5.77657
C: 5.16552 2.29641 4.47749
C: 4.31832 1.79081 3.50154
C: 3.01298 1.44988 3.82651
C: 2.55627 1.61150 5.12739
H: 3.04513 2.24756 7.11594
H: 5.36632 2.86284 6.53581
H: 6.18399 2.56086 4.22523
H: 4.67474 1.66420 2.48753
H: 2.35012 1.05888 3.06399
H: 1.53919 1.34032 5.38050


Record 7
DFT (wB97M-V/def2-TZVPD) results for a cluster of 2 separate species, C3H6N2O in total.

As for the SMILES: CN=C=N.C=O. The calculation puts the total energy at -8234.2128 eV. The spin multiplicity is 1. The energy relative to the best compared isomer or geometry (same formula, charge and spin) comes out at 57.3 kcal/mol. For the gap between HOMO and LUMO, the calculation gives 10.79 eV.

CARTESIAN COORDINATES (ANGSTROEM)
C: 0.13760 -0.51760 1.59714
N: 0.36667 0.46728 0.55731
C: -0.38856 1.33885 0.16558
N: -1.00248 2.32346 -0.23868
H: -0.02718 -1.49586 1.13318
H: -0.72161 -0.26545 2.22455
H: 1.02916 -0.58394 2.22367
H: -1.68816 2.19394 -0.97282
C: 0.57673 -0.86238 -1.66828
O: -0.02729 -1.87179 -1.40123
H: 0.07937 0.02788 -2.10550
H: 1.66576 -0.75438 -1.51493


Record 8
DFT (wB97M-V/def2-TZVPD) results for the molecule C11H16N4O3 at a distorted geometry.

As for the SMILES: CN(C)CCNC(=O)Nc1ccc([N+](=O)[O-])cc1. The calculation puts the total energy at -23767.5352 eV. The spin multiplicity is 1. The energy relative to the best compared isomer or geometry (same formula, charge and spin) comes out at 79.8 kcal/mol. For the gap between HOMO and LUMO, the calculation gives 8.66 eV.

CARTESIAN COORDINATES (ANGSTROEM)
C: -0.72700 4.65223 0.22151
N: -0.88001 3.44784 -0.57219
C: -2.03632 3.54996 -1.44124
C: 0.33127 3.12454 -1.31613
C: 1.36702 2.47160 -0.39476
N: 0.75694 1.38049 0.33180
C: 1.06105 0.08737 0.03725
O: 1.99878 -0.23898 -0.65274
N: 0.20254 -0.80845 0.66905
C: 0.24656 -2.18799 0.66881
C: 1.20428 -2.91811 -0.04318
C: 1.18867 -4.29383 -0.00637
C: 0.21987 -4.96147 0.73821
N: 0.20532 -6.39126 0.77368
O: 1.05374 -6.98520 0.13775
O: -0.65680 -6.93366 1.43859
C: -0.73889 -4.24627 1.45145
C: -0.72308 -2.87250 1.41487
H: -1.63442 4.81135 0.80244
H: -0.54800 5.54365 -0.39836
H: 0.10607 4.53641 0.91120
H: -1.94584 4.36197 -2.17745
H: -2.17260 2.60994 -1.97417
H: -2.92051 3.73391 -0.83218
H: 0.06601 2.40471 -2.09393
H: 0.77193 4.00930 -1.80243
H: 2.19212 2.06209 -0.97978
H: 1.76664 3.19502 0.32146
H: -0.15105 1.62003 0.70530
H: -0.53089 -0.40612 1.23646
H: 1.94956 -2.39136 -0.61447
H: 1.92113 -4.87073 -0.54958
H: -1.47986 -4.78426 2.02241
H: -1.46426 -2.31221 1.96672